# 1
Here is one molecule with the formula C23H47NO5 in a non-equilibrium geometry from OMol25. Energies are from ωB97M-V/def2-TZVPD.

```
76
Properties=species:S:1:pos:R:3
C 7.62441 -1.40021 0.25159
C 6.19364 -0.57670 0.12235
C 5.46357 -0.64453 1.61167
C 3.84592 -0.82969 1.36502
C 3.40579 -2.38984 0.99501
C 2.29670 -2.41311 -0.22989
C 0.74477 -2.52653 0.24166
N 0.46468 -2.16494 1.68789
C -0.35723 -1.76889 -0.76977
C -0.13747 -2.16049 -2.34725
C -0.67812 -1.05878 -3.43434
C -1.54925 -1.69837 -4.68268
O -1.53690 -2.99491 -5.04739
O -2.42581 -0.80701 -5.51218
O -1.61471 -2.48330 -0.35604
C -2.81073 -1.96019 -0.97830
C -4.07479 -2.87226 -0.35833
C -4.49431 -2.07433 1.05054
C -5.47466 -0.75509 0.74626
O -0.58822 -0.36903 -0.47551
C 0.56376 0.47715 -0.29411
C 1.39568 0.90468 -1.64916
C -0.03198 1.92891 0.29890
C -0.95814 1.57816 1.62648
C -1.57284 2.99985 2.24227
C -2.96516 3.40686 1.45711
C -2.69559 4.65414 0.41012
O -3.48897 5.81862 0.88136
C -2.63565 6.58206 1.82002
H 7.43716 -2.31200 0.96745
H 7.93378 -1.73137 -0.84268
H 8.39169 -0.63521 0.72846
H 6.39054 0.53633 -0.20112
H 5.47382 -1.06951 -0.69103
H 5.90037 -1.50183 2.29077
H 5.67341 0.40956 2.11724
H 3.31564 -0.49474 2.36833
H 3.53426 -0.04934 0.54814
H 2.99080 -2.96996 1.92483
H 4.39729 -2.90749 0.59029
H 2.56221 -1.51953 -0.93528
H 2.54109 -3.40105 -0.85428
H 0.45213 -3.68146 0.14872
H 0.64952 -3.02312 2.28204
H 1.03151 -1.35866 2.02538
H -0.77337 -3.15213 -2.54395
H 0.95868 -2.42697 -2.65411
H 0.23259 -0.44663 -3.90446
H -1.37995 -0.21903 -2.95756
H -2.13349 0.14761 -5.42624
H -2.90945 -2.09461 -2.13998
H -3.11188 -0.85818 -0.73206
H -3.72673 -3.97758 -0.15712
H -4.97535 -2.87454 -1.11763
H -4.95875 -2.80303 1.83932
H -3.47729 -1.61517 1.47457
H -5.31452 -0.36710 -0.37131
H -5.14239 0.16658 1.42746
H -6.59503 -0.99911 0.98881
H 1.36123 0.15544 0.49759
H 0.86510 1.78608 -2.23319
H 1.67750 -0.01147 -2.32854
H 2.43014 1.35962 -1.26757
H 0.81901 2.64838 0.66332
H -0.75910 2.44016 -0.49531
H -0.27978 1.05459 2.44255
H -1.88731 0.90494 1.39721
H -1.81916 2.91208 3.39994
H -0.75546 3.81287 2.02792
H -3.35195 2.47616 0.83617
H -3.78255 3.68141 2.26938
H -1.54408 4.89006 0.29667
H -3.10756 4.34246 -0.65514
H -3.28336 7.29046 2.49630
H -2.02221 5.86820 2.55235
H -1.83715 7.21560 1.23400
```

As for the LUMO energy: 0.30 eV. Its SMILES is CCCCCC[C@@H](N)[C@@](CCC(=O)O)(OCCCC)O[C@@H](C)CCCCCOC. For the HOMO energy, the calculation gives -0.34571 hartree. For the total energy, the calculation gives -1335.0657 Eh.

***

# 2
Here is a 4-piece molecular cluster, C23H47NO9P overall in a non-equilibrium geometry from OMol25. Energies are from ωB97M-V/def2-TZVPD.

```
81
Properties=species:S:1:pos:R:3
O 2.28448 -3.84442 1.05607
C 1.58957 -2.85844 1.22306
C 0.08339 -2.89700 0.96640
C -0.65278 -1.55913 1.11251
P -2.23380 -1.48040 -0.04416
O -3.07477 -0.73977 1.30175
C -2.75158 0.63837 1.38363
C -2.45244 1.10911 -0.08732
O -1.68320 0.10383 -0.63774
N 2.16791 -1.59882 1.71340
C 3.37674 -1.22499 1.05809
C 4.32578 -0.56579 1.83020
C 5.52090 -0.20788 1.24816
C 5.77118 -0.47178 -0.07832
C 4.80840 -1.11211 -0.82286
C 3.59954 -1.48634 -0.27962
H -0.10760 -3.37631 -0.00478
H -0.30811 -3.58606 1.72913
H -0.04306 -0.70573 0.81999
H -0.91649 -1.44842 2.17353
H -3.32498 -1.29325 -0.96598
H -2.62774 -2.84455 0.23726
H -1.30934 -2.00797 -1.04801
H -1.80762 0.88764 1.90642
H -3.50615 1.24733 1.90137
H -3.42418 1.30425 -0.58108
H -1.93258 2.07456 0.02944
H 2.40668 -1.75787 2.68836
H 4.09896 -0.35398 2.87057
H 6.23901 0.32192 1.87140
H 6.72115 -0.15891 -0.49979
H 5.00803 -1.32060 -1.87178
H 2.81920 -1.97331 -0.85234
C -3.05444 -0.60137 -6.52806
O -1.66470 -0.86411 -6.50097
C -1.03316 -0.36832 -5.32302
C -0.81543 -1.45682 -4.29353
O -2.03997 -1.95442 -3.79204
C -2.43220 -3.17622 -4.38057
H -3.50268 -1.24072 -7.28926
H -3.52909 -0.81578 -5.56798
H -3.23784 0.44565 -6.79717
H -1.61105 0.45467 -4.89303
H -0.05835 0.02718 -5.62715
H -0.27608 -1.02999 -3.44174
H -0.20575 -2.26808 -4.70732
H -1.84954 -4.00108 -3.95420
H -2.30740 -3.16858 -5.46757
H -3.48533 -3.33468 -4.14923
C -6.86939 -0.36151 6.78973
O -5.87326 -1.32918 6.52717
C -5.63667 -1.51820 5.13240
C -4.40984 -0.77181 4.65517
O -4.59645 0.63855 4.75081
C -3.98766 1.20096 5.89585
H -6.79019 -0.07291 7.83831
H -6.74521 0.53099 6.17195
H -7.86600 -0.78527 6.61748
H -6.51595 -1.22638 4.55050
H -5.47310 -2.58910 4.98120
H -4.24221 -0.99769 3.59709
H -3.51980 -1.08310 5.21027
H -2.90704 1.29178 5.73915
H -4.17416 0.60533 6.79333
H -4.40627 2.19699 6.04344
C 4.17046 3.17143 -3.24856
O 3.93525 3.82335 -2.01387
C 4.55028 3.16495 -0.91346
C 5.84610 3.83698 -0.51111
O 6.83920 3.72806 -1.52530
C 6.95770 4.89984 -2.31008
H 3.92204 3.86859 -4.04891
H 5.21489 2.86958 -3.35961
H 3.52706 2.28995 -3.33939
H 4.71436 2.10691 -1.13653
H 3.85098 3.22437 -0.07428
H 6.24097 3.33136 0.37526
H 5.67396 4.88668 -0.25216
H 7.51477 5.66631 -1.75913
H 5.98226 5.29819 -2.59790
H 7.51143 4.64348 -3.21296
```

As for the LUMO energy: 2.45 eV. For the HOMO energy, the calculation gives -0.15308 hartree. For the total energy, the calculation gives -1977.6665 Eh. As for the charge: -1.

***

# 3
Here is C23H48CeNO2P3 as an isolated structure in a non-equilibrium geometry from OMol25. Energies are from ωB97M-V/def2-TZVPD.

```
78
Properties=species:S:1:pos:R:3
Ce 0.22029 0.06932 -0.43748
P -1.92378 0.74198 1.50186
P -1.43227 1.02888 -2.29598
P 0.47535 2.82341 0.43976
H 4.40407 -0.67421 1.78355
C 4.18979 -0.01425 2.60247
C 3.25375 -0.32280 3.51870
H 2.57240 -1.20878 3.35891
C -2.71281 -0.86605 1.92622
C -3.44174 1.69877 1.10814
C -1.57253 1.31948 3.21549
C -0.58719 0.88016 -3.93315
C -2.99670 0.09541 -2.58895
C -2.14840 2.72834 -2.36253
C 1.52553 2.87541 1.94598
C -0.77098 4.10489 0.86700
C 1.51072 3.79747 -0.70805
H 4.87858 0.82003 2.76403
H 2.99176 0.31615 4.38953
H -2.07021 -1.43893 2.60492
H -2.89329 -1.47546 1.03348
H -3.67024 -0.64562 2.41671
H -3.78128 1.47448 0.09291
H -3.27724 2.77836 1.17801
H -4.22446 1.40371 1.81262
H -0.64712 0.85276 3.57461
H -2.39452 1.01147 3.86907
H -1.44535 2.40365 3.28522
H -1.34230 1.08738 -4.71560
H -0.21436 -0.14978 -4.04265
H 0.24435 1.58148 -4.01457
H -3.36123 0.32809 -3.60140
H -3.76486 0.38469 -1.85485
H -2.82803 -0.98819 -2.51212
H -2.54948 2.91192 -3.37067
H -1.38733 3.48448 -2.13374
H -2.96989 2.81219 -1.63118
H 2.05280 3.83610 1.92643
H 2.26066 2.06066 1.96587
H 0.91656 2.80547 2.85436
H -0.28628 5.09078 0.86416
H -1.19484 3.92746 1.86180
H -1.58812 4.11635 0.13488
H 1.82076 4.69698 -0.15374
H 0.92051 4.09037 -1.58576
H 2.40498 3.25527 -1.04759
C 2.97292 0.76895 -2.30987
C 2.93178 0.94608 -3.67923
C 3.92692 1.69744 -4.21580
C 4.91951 2.22620 -3.38714
C 4.94970 1.98856 -2.01227
C 3.99715 1.17669 -1.43171
O 1.88939 0.26000 -1.53274
H 0.14563 0.91832 -1.84890
H 2.07084 0.57103 -4.27566
H 3.92476 1.87074 -5.25994
H 5.68580 2.88537 -3.84993
H 5.72409 2.44630 -1.39567
H 3.95451 0.97493 -0.32987
O -0.14584 -2.07230 0.03463
C -0.30825 -3.27527 0.35527
C 0.11735 -3.90520 1.64251
C -1.06018 -4.34114 2.52633
C -1.62903 -5.70670 2.15770
C -2.21174 -5.77717 0.75236
C -1.20727 -5.53878 -0.37098
N -0.89872 -4.12863 -0.54236
H 0.76599 -4.76778 1.43230
H 0.72476 -3.14144 2.16273
H -0.72788 -4.35330 3.57912
H -1.85305 -3.58588 2.48769
H -0.83869 -6.46387 2.25124
H -2.40394 -5.96550 2.87478
H -2.62161 -6.79818 0.57747
H -3.05422 -5.09320 0.64245
H -0.26889 -6.10836 -0.14653
H -1.58154 -5.90315 -1.31048
H -1.05631 -3.71445 -1.48419
```

As for the LUMO energy (spin up / spin down): -16.09 / -16.09 eV. For the HOMO energy (spin up / spin down), the calculation gives -0.71588 / -0.71588 hartree. For the total energy, the calculation gives -2607.9301 Eh. As for the charge: +4.

***

Which value of total energy does entry 1 give? -1335.0657 Eh